Record 1
Formula: C110H142O34
Source: the OMol25 dataset
Level of theory: wB97M-V/def2-TZVPD

XYZ file:
```
286
C110H142O34, DFT wB97M-V/def2-TZVPD
C -0.940 -2.619 -4.871
C -0.701 -1.603 -5.764
C 0.182 -0.641 -5.490
C 0.846 -0.667 -4.279
C 0.697 -1.758 -3.404
C -0.175 -2.755 -3.764
O -0.394 -3.788 -2.940
O 0.518 0.343 -6.433
H -1.723 -3.311 -5.144
H -1.238 -1.585 -6.700
H 1.669 -0.033 -3.983
H 1.189 -1.865 -2.448
H -0.549 -4.622 -3.389
H 0.816 1.121 -5.955
C -6.178 4.563 -3.002
C -5.274 3.547 -2.748
C -4.081 3.724 -2.104
C -3.695 5.047 -1.825
C -4.516 6.127 -2.085
C -5.781 5.864 -2.711
O -6.629 6.883 -3.056
O -3.220 2.725 -1.896
H -7.119 4.361 -3.493
H -5.564 2.519 -2.905
H -2.771 5.382 -1.378
H -4.220 7.133 -1.825
H -7.283 6.632 -3.711
H -3.025 2.773 -0.957
C 3.430 3.911 -6.276
C 4.554 4.266 -7.043
C 5.339 3.234 -7.611
C 4.972 1.871 -7.375
C 3.892 1.521 -6.514
C 3.142 2.573 -6.034
O 2.087 2.275 -5.294
O 6.499 3.444 -8.298
H 2.849 4.696 -5.815
H 4.735 5.308 -7.259
H 5.593 1.110 -7.824
H 3.447 0.565 -6.283
H 1.755 2.876 -4.623
H 6.656 4.390 -8.354
C 3.703 2.514 2.631
C 4.242 3.695 2.173
C 5.354 4.272 2.814
C 5.900 3.618 3.970
C 5.309 2.437 4.461
C 4.237 1.860 3.727
O 3.705 0.666 4.187
O 6.059 5.367 2.361
H 2.935 1.980 2.091
H 3.896 4.257 1.318
H 6.738 4.050 4.497
H 5.704 1.896 5.308
H 4.336 -0.050 4.085
H 6.452 5.908 3.049
C 1.605 -2.009 7.853
C 1.763 -0.756 7.243
C 1.364 -0.485 5.971
C 0.741 -1.484 5.198
C 0.670 -2.747 5.740
C 1.079 -3.004 7.058
O 0.820 -4.235 7.664
O 1.479 0.769 5.489
H 1.905 -2.287 8.853
H 2.229 0.045 7.798
H 0.416 -1.240 4.197
H 0.150 -3.557 5.251
H 0.502 -4.862 7.009
H 2.312 0.641 5.030
C 3.102 5.699 8.678
C 2.468 4.463 8.808
C 2.063 3.753 7.677
C 2.331 4.287 6.399
C 2.928 5.514 6.298
C 3.323 6.259 7.422
O 3.923 7.485 7.318
O 1.396 2.550 7.787
H 3.485 6.127 9.592
H 2.363 3.939 9.746
H 2.159 3.752 5.478
H 3.148 5.877 5.305
H 4.252 7.803 8.162
H 1.179 2.166 6.935
C -5.817 1.240 -6.016
C -6.274 2.201 -6.972
C -7.506 1.978 -7.612
C -8.253 0.826 -7.284
C -7.751 -0.129 -6.398
C -6.535 0.045 -5.804
O -5.987 -0.838 -4.966
O -8.098 2.900 -8.452
H -4.869 1.391 -5.521
H -5.632 3.043 -7.186
H -9.255 0.698 -7.666
H -8.337 -0.983 -6.090
H -5.265 -0.475 -4.448
H -8.900 2.691 -8.937
C -3.253 -8.336 -1.180
C -2.208 -9.226 -1.029
C -1.019 -8.852 -0.414
C -0.821 -7.510 -0.075
C -1.850 -6.577 -0.252
C -3.070 -7.010 -0.827
O -4.089 -6.125 -1.049
O 0.050 -9.732 -0.258
H -4.204 -8.645 -1.587
H -2.442 -10.245 -1.299
H 0.116 -7.263 0.404
H -1.655 -5.571 0.090
H -3.973 -5.224 -0.740
H 0.888 -9.298 -0.082
C -3.433 4.437 2.045
C -4.421 5.266 2.584
C -5.731 4.777 2.495
C -6.119 3.620 1.807
C -5.092 2.868 1.302
C -3.770 3.240 1.436
O -2.819 2.403 0.960
O -6.761 5.542 3.023
H -2.363 4.557 2.132
H -4.224 6.204 3.082
H -7.153 3.315 1.872
H -5.351 1.904 0.889
H -1.948 2.511 1.348
H -6.580 6.475 3.159
C -0.933 7.062 4.331
C -1.008 5.644 4.411
C -0.076 4.879 3.739
C 0.924 5.495 3.018
C 1.119 6.844 3.022
C 0.160 7.657 3.637
O 0.334 9.056 3.598
O -0.198 3.508 3.778
H -1.689 7.701 4.764
H -1.880 5.152 4.815
H 1.575 4.928 2.368
H 1.969 7.266 2.507
H 1.266 9.232 3.445
H -1.033 3.143 4.079
C -3.647 -1.844 -2.768
C -3.688 -2.922 -1.918
C -3.972 -2.735 -0.568
C -4.202 -1.448 -0.104
C -4.176 -0.359 -0.939
C -3.924 -0.552 -2.289
O -3.762 0.508 -3.158
O -3.976 -3.797 0.281
H -3.396 -2.022 -3.803
H -3.440 -3.861 -2.391
H -4.451 -1.333 0.940
H -4.539 0.601 -0.605
H -3.707 1.328 -2.662
H -3.958 -3.521 1.200
C 4.529 -2.792 5.421
C 4.801 -3.819 6.367
C 6.008 -4.467 6.216
C 6.926 -4.091 5.278
C 6.654 -3.107 4.404
C 5.440 -2.406 4.397
O 5.252 -1.412 3.454
O 6.162 -5.496 7.113
H 3.539 -2.360 5.424
H 4.110 -4.120 7.141
H 7.876 -4.590 5.164
H 7.429 -2.925 3.675
H 6.106 -1.076 3.171
H 5.388 -5.720 7.636
C 0.433 -1.011 1.378
C 0.449 0.343 1.680
C -0.050 1.265 0.827
C -0.641 0.840 -0.372
C -0.678 -0.541 -0.697
C -0.066 -1.442 0.142
O -0.054 -2.752 -0.167
O -0.052 2.551 1.227
H 0.741 -1.748 2.105
H 0.975 0.648 2.572
H -1.095 1.570 -1.026
H -1.246 -0.926 -1.531
H -0.360 -2.937 -1.058
H -0.021 2.746 2.166
C -2.352 -4.972 3.485
C -1.508 -3.962 2.713
C -2.301 -2.633 2.826
O -3.627 -3.087 2.853
C -3.750 -4.269 3.602
H -1.867 -5.176 4.439
H -2.448 -5.916 2.949
H -1.242 -4.160 1.675
H -0.596 -3.783 3.283
H -1.980 -1.911 2.075
H -2.135 -2.100 3.763
H -4.599 -4.812 3.186
H -4.085 -4.077 4.621
C 0.201 -7.816 -5.257
C -0.676 -8.315 -4.014
C -1.424 -7.018 -3.661
O -1.174 -6.086 -4.738
C -0.640 -6.762 -5.893
H 0.424 -8.679 -5.884
H 1.196 -7.475 -4.973
H -0.012 -8.639 -3.213
H -1.267 -9.185 -4.301
H -0.895 -6.608 -2.801
H -2.507 -7.134 -3.676
H -0.080 -6.042 -6.490
H -1.431 -7.161 -6.528
C 3.045 -4.044 1.752
C 4.266 -4.925 1.626
C 3.939 -6.124 2.451
O 2.606 -6.266 2.074
C 1.894 -5.045 1.999
H 2.814 -3.509 0.831
H 3.082 -3.350 2.591
H 5.080 -4.342 2.059
H 4.436 -5.206 0.587
H 4.061 -5.890 3.508
H 4.476 -7.016 2.130
H 1.420 -5.027 2.980
H 1.257 -5.097 1.116
C -2.772 4.066 -7.525
C -1.982 3.060 -6.728
C -0.673 3.726 -6.421
O -1.022 5.104 -6.532
C -2.428 5.372 -6.857
H -3.849 3.937 -7.630
H -2.448 4.019 -8.564
H -1.867 2.101 -7.234
H -2.404 2.759 -5.770
H 0.204 3.619 -7.060
H -0.437 3.408 -5.406
H -2.383 6.304 -7.421
H -2.844 5.543 -5.865
C 0.204 4.453 -1.487
C -0.272 5.132 -2.770
C 1.050 5.370 -3.507
O 1.614 4.016 -3.344
C 1.370 3.552 -1.972
H -0.679 3.884 -1.197
H 0.418 5.152 -0.678
H -0.790 6.059 -2.522
H -0.908 4.489 -3.379
H 1.707 6.131 -3.084
H 0.933 5.499 -4.583
H 2.298 3.680 -1.415
H 1.097 2.497 -1.985
C -3.315 1.558 6.706
C -3.028 0.476 5.676
C -2.063 1.168 4.787
O -2.419 2.581 4.742
C -3.367 2.815 5.781
H -2.480 1.643 7.402
H -4.186 1.460 7.352
H -3.922 0.171 5.131
H -2.519 -0.399 6.081
H -1.958 0.826 3.758
H -1.039 1.125 5.158
H -4.331 3.074 5.343
H -3.049 3.694 6.342
C 4.176 -0.671 0.369
C 5.389 -1.191 -0.363
C 5.097 -0.751 -1.828
O 3.960 0.094 -1.774
C 3.695 0.531 -0.461
H 4.315 -0.288 1.380
H 3.391 -1.424 0.447
H 5.351 -2.280 -0.404
H 6.352 -0.789 -0.047
H 4.906 -1.614 -2.466
H 5.929 -0.238 -2.310
H 2.653 0.643 -0.161
H 4.139 1.510 -0.286
C 4.537 -4.812 -3.854
C 4.069 -4.274 -2.555
C 2.963 -5.201 -2.156
O 2.656 -5.882 -3.387
C 3.231 -5.181 -4.443
H 5.096 -5.747 -3.851
H 5.016 -4.009 -4.416
H 3.627 -3.303 -2.776
H 4.814 -4.147 -1.769
H 2.158 -4.736 -1.586
H 3.360 -5.962 -1.484
H 2.629 -4.314 -4.716
H 3.444 -5.858 -5.269
```

Computed properties:
Highest occupied orbital energy ... -7.52 eV
Kohn-Sham gap ... 7.625 eV

***

Record 2
Formula: C5H12N2O
Source: the OMol25 dataset
Level of theory: wB97M-V/def2-TZVPD

XYZ file:
```
20
C5H12N2O, DFT wB97M-V/def2-TZVPD
C 0.019 2.963 -0.285
N -0.514 2.648 0.814
C -0.166 1.440 1.466
C -0.382 0.263 0.878
C -0.374 -1.066 1.555
C 0.676 -2.042 1.006
N 0.645 -2.092 -0.464
H 0.733 2.338 -0.819
H -0.348 3.907 -0.682
H 0.025 1.535 2.526
H -0.627 0.261 -0.170
H -1.316 -1.568 1.388
H -0.345 -0.957 2.639
H 0.474 -3.040 1.410
H 1.670 -1.790 1.383
H 1.591 -2.216 -0.811
H 0.127 -2.912 -0.759
O -0.723 0.841 -3.363
H 0.191 0.795 -3.648
H -1.358 0.692 -4.064
```

Computed properties:
ΔE to the lowest compared entry with this formula, charge and spin ... 273.1 kJ/mol
Highest occupied orbital energy ... -8.45 eV
SMILES string ... C=N/C=C/CCN.O
Kohn-Sham gap ... 9.253 eV

***

Record 3
Formula: C9H14BrFNO
Source: the OMol25 dataset
Level of theory: wB97M-V/def2-TZVPD

XYZ file:
```
27
C9H14BrFNO, DFT wB97M-V/def2-TZVPD
C 1.925 2.429 0.774
N 2.044 0.963 0.495
C 0.935 0.128 -0.060
C 0.376 0.727 -1.321
C 1.496 -1.250 -0.338
C -0.210 0.063 1.054
F 0.417 -0.524 2.125
C -1.546 -0.856 0.418
O -1.657 -2.150 0.500
C -2.785 -2.538 -0.115
C -3.486 -1.428 -0.520
C -2.656 -0.285 -0.163
Br -3.142 1.533 -0.341
H 2.917 2.813 0.844
H 1.437 2.850 -0.136
H 1.369 2.520 1.669
H 2.770 0.789 -0.164
H 2.244 0.576 1.395
H -0.319 1.487 -1.104
H 1.235 1.175 -1.849
H -0.031 -0.016 -1.949
H 0.979 -1.702 -1.290
H 2.584 -1.057 -0.497
H 1.364 -2.035 0.447
H -0.804 0.995 1.308
H -2.974 -3.556 -0.299
H -4.482 -1.649 -0.883
```

Computed properties:
Charge ... +1
ΔE to the lowest compared entry with this formula, charge and spin ... 0.4 kJ/mol
Highest occupied orbital energy ... -12.05 eV
SMILES string ... C[NH2+]C(C)(C)[C@H](F)c1occc1Br
Kohn-Sham gap ... 9.022 eV

***

Record 4
Formula: C42H53AsF3N3O6PReS2
Source: the OMol25 dataset
Level of theory: wB97M-V/def2-TZVPD

XYZ file:
```
112
C42H53AsF3N3O6PReS2, DFT wB97M-V/def2-TZVPD
Re -0.602 -1.280 0.670
S 1.348 -4.217 -1.156
C 1.349 -2.525 -1.418
C 2.294 -2.023 -2.399
C 2.014 -0.826 -3.075
C 0.698 -0.270 -2.937
C -0.176 -0.754 -1.974
N 0.303 -1.662 -1.120
H 3.157 -2.634 -2.594
H 2.808 -0.330 -3.625
H 0.305 0.527 -3.633
H -1.134 -0.324 -1.695
F -2.068 -5.831 3.725
C -2.335 -4.913 2.738
F -2.460 -3.680 3.438
F -3.575 -5.204 2.256
S -0.966 -4.753 1.471
O 0.300 -4.926 2.202
O -1.200 -5.753 0.451
O -1.220 -3.282 1.022
C 3.507 -1.225 0.622
N 2.965 -2.379 1.372
C 3.808 -3.536 1.191
C 1.896 -2.380 2.233
O 0.736 -1.882 1.958
N 1.982 -2.931 3.447
C 3.254 -3.417 3.945
C 0.845 -2.984 4.368
H 4.473 -0.766 1.090
H 2.749 -0.431 0.523
H 3.771 -1.482 -0.418
H 4.112 -3.605 0.148
H 3.192 -4.465 1.417
H 4.699 -3.612 1.812
H 4.136 -3.011 3.427
H 3.320 -4.473 3.819
H 3.239 -3.126 5.005
H 0.953 -3.863 4.977
H -0.126 -3.039 3.867
H 0.825 -2.095 5.074
C -4.321 -2.269 0.460
C -3.451 -1.854 -0.690
C -4.241 -0.790 -1.425
C -2.978 -2.920 -1.599
O -2.311 -1.144 0.042
H -5.248 -2.606 -0.008
H -4.503 -1.372 1.094
H -3.851 -3.139 0.977
H -5.055 -1.385 -1.890
H -3.662 -0.280 -2.255
H -4.673 0.021 -0.773
H -3.840 -3.373 -2.059
H -2.452 -3.768 -1.057
H -2.310 -2.508 -2.381
C 0.477 2.013 -0.718
C 0.528 3.489 -0.942
As 0.660 4.314 -2.838
C 2.092 3.372 -3.747
C 3.195 2.853 -3.007
C 4.256 2.315 -3.696
C 4.456 2.465 -5.093
C 3.533 3.207 -5.768
C 2.285 3.522 -5.144
C -0.855 3.477 -3.691
C -2.077 4.003 -3.285
C -3.275 3.581 -3.855
C -3.251 2.522 -4.692
C -2.000 1.965 -5.114
C -0.832 2.468 -4.617
P -0.096 1.154 0.887
C -1.434 2.166 1.433
C -1.234 3.388 2.052
C -2.292 4.167 2.435
C -3.591 3.794 2.067
C -3.800 2.596 1.413
C -2.740 1.802 1.039
C 1.198 1.438 2.176
C 1.160 0.993 3.521
C 2.240 1.235 4.355
C 3.414 1.861 3.841
C 3.435 2.350 2.538
C 2.307 2.205 1.748
H 1.385 1.484 -1.024
H -0.255 1.650 -1.463
H 1.261 4.009 -0.352
H -0.436 3.901 -0.583
H 3.144 2.869 -1.962
H 5.024 1.917 -3.017
H 5.474 2.227 -5.479
H 3.697 3.531 -6.771
H 1.446 3.924 -5.772
H -2.109 4.830 -2.594
H -4.191 4.121 -3.639
H -4.138 2.096 -5.129
H -1.946 1.184 -5.831
H 0.069 1.960 -4.832
H -0.174 3.707 2.222
H -2.187 5.187 2.877
H -4.406 4.438 2.271
H -4.795 2.258 1.224
H -2.846 0.924 0.394
H 0.281 0.630 3.979
H 2.197 0.869 5.398
H 4.324 1.951 4.471
H 4.237 3.023 2.189
H 2.238 2.750 0.786
C -2.737 -0.227 3.178
O -1.775 -1.161 2.672
H -3.166 -0.620 4.115
H -3.470 0.000 2.386
H -2.177 0.699 3.373
H -2.006 -2.100 2.955
```

Computed properties:
Charge ... +1
Spin multiplicity ... 4
ΔE to the lowest compared entry with this formula, charge and spin ... 350.6 kJ/mol
Highest occupied orbital energy (spin up / spin down) ... -9.61 / -9.54 eV
Kohn-Sham gap (spin up / spin down) ... 6.914 / 5.681 eV

***

Record 5
Formula: C5H7ClN2O7
Source: the OMol25 dataset
Level of theory: wB97M-V/def2-TZVPD

XYZ file:
```
22
C5H7ClN2O7, DFT wB97M-V/def2-TZVPD
O 3.789 0.429 1.511
N 2.760 0.778 2.040
O 2.451 0.558 3.181
C 1.821 1.577 1.270
C 2.251 2.319 0.180
O 1.635 3.077 -0.662
N 0.422 1.619 1.726
O -0.040 0.765 2.453
O -0.248 2.603 1.355
H 3.340 2.081 -0.119
H 0.655 3.055 -0.318
C -2.666 -2.480 -0.740
C -2.031 -1.860 -2.011
O -1.468 -0.601 -1.652
C -0.395 -0.426 -0.891
O 0.039 0.609 -0.529
Cl 0.485 -1.973 -0.520
H -2.965 -3.527 -0.900
H -2.165 -2.440 0.213
H -3.775 -2.082 -0.623
H -2.695 -1.687 -2.729
H -1.202 -2.393 -2.234
```

Computed properties:
ΔE to the lowest compared entry with this formula, charge and spin ... 62.0 kJ/mol
Highest occupied orbital energy ... -10.37 eV
SMILES string ... O=[N+]([O-])C(=CO)[N+](=O)[O-].CCOC(=O)Cl
Kohn-Sham gap ... 9.748 eV

***

DFT total energy for every record listed, in sequence, given in eV: -185981.311 -10405.594 -85848.852 -163240.581 -35125.954.